[1]
This record from the OMol25 dataset describes a molecular structure, C28H64AlN2O2 at a distorted geometry. The level of theory is wB97M-V/def2-TZVPD.

Structure (XYZ):
```
97
Properties=species:S:1:pos:R:3
C 0.528 3.027 -0.922
C 0.942 1.690 -0.939
Al 0.506 0.566 -2.604
C 1.467 -1.237 -2.644
C 2.566 -1.433 -1.531
C 3.111 -2.925 -1.642
C 2.707 -3.812 -0.397
C 1.679 -4.944 -0.773
C 0.220 -4.362 -0.741
C -0.637 -4.825 0.479
C -0.443 -3.979 1.776
C -0.679 -2.437 1.618
C -2.153 -1.975 1.888
C -2.065 -0.478 2.428
C -3.240 0.441 1.911
C -2.703 1.412 0.789
C -3.889 1.706 -0.206
C -3.682 1.045 -1.607
C -3.578 -0.504 -1.526
C -3.726 -1.137 -2.961
C -2.817 -2.403 -3.152
H -0.569 3.215 -0.937
H 1.221 3.894 -0.915
H 1.507 1.301 -0.057
H 0.948 1.428 -3.891
H -1.069 0.263 -2.640
H 0.701 -2.045 -2.649
H 2.007 -1.304 -3.624
H 2.178 -1.267 -0.504
H 3.434 -0.765 -1.730
H 2.683 -3.367 -2.562
H 4.220 -2.905 -1.782
H 2.256 -3.156 0.376
H 3.607 -4.324 0.022
H 1.891 -5.199 -1.840
H 1.819 -5.884 -0.203
H 0.293 -3.265 -0.872
H -0.299 -4.741 -1.655
H -0.301 -5.864 0.724
H -1.701 -4.931 0.171
H 0.555 -4.118 2.249
H -1.181 -4.348 2.531
H -0.056 -1.941 2.402
H -0.348 -2.011 0.651
H -2.671 -2.570 2.666
H -2.756 -1.896 0.954
H -1.913 -0.457 3.526
H -1.130 -0.073 1.972
H -4.063 -0.208 1.558
H -3.569 1.067 2.774
H -2.325 2.350 1.252
H -1.838 0.980 0.237
H -4.846 1.340 0.234
H -3.981 2.805 -0.341
H -2.788 1.489 -2.088
H -4.562 1.327 -2.235
H -2.586 -0.816 -1.133
H -4.378 -0.895 -0.853
H -4.773 -1.428 -3.190
H -3.438 -0.353 -3.691
H -3.454 -3.251 -3.503
H -2.334 -2.732 -2.211
H -2.035 -2.245 -3.919
C 3.103 6.793 -5.162
C 1.745 6.136 -5.391
C 1.439 4.969 -4.434
O 2.136 3.770 -4.713
C 3.484 3.758 -4.292
N 1.648 5.721 -6.796
H 3.924 6.215 -5.585
H 3.130 7.775 -5.639
H 3.298 6.934 -4.097
H 0.983 6.902 -5.213
H 0.381 4.715 -4.541
H 1.584 5.260 -3.385
H 3.623 4.294 -3.348
H 4.132 4.175 -5.068
H 3.776 2.717 -4.148
H 0.704 5.393 -6.975
H 2.220 4.886 -6.904
C -0.955 0.020 6.957
C 0.014 -1.010 6.381
C 1.080 -1.497 7.381
O 2.123 -0.571 7.646
C 1.772 0.477 8.531
N 0.619 -0.461 5.165
H -0.524 1.019 7.002
H -1.845 0.088 6.330
H -1.278 -0.260 7.963
H -0.579 -1.885 6.097
H 1.575 -2.369 6.942
H 0.624 -1.838 8.320
H 1.096 0.137 9.321
H 1.328 1.309 7.983
H 2.690 0.845 8.994
H 1.170 -1.187 4.715
H 1.312 0.228 5.450
```

Properties
LUMO   0.08387 Eh
HOMO-LUMO gap   5.8 eV
Multiplicity   1
DFT total energy   -43742.228 eV
Charge   -1

=====

[2]
This record from the OMol25 dataset describes 2 unconnected molecules or ions with the total composition C4H7NO at a distorted geometry. The level of theory is wB97M-V/def2-TZVPD.

Structure (XYZ):
```
13
Properties=species:S:1:pos:R:3
C -0.353 0.216 1.490
C -0.231 -1.163 -0.818
N -0.725 -0.012 -1.600
C 0.692 -0.418 -1.282
C 0.563 1.004 0.565
O 1.748 1.134 0.787
H -0.406 0.911 2.325
H 0.091 -0.717 1.848
H -1.377 0.035 1.135
H -0.639 -1.982 -0.265
H -0.970 -0.347 -2.534
H 1.695 -0.196 -1.570
H 0.005 1.610 -0.175
```

Properties
LUMO   0.03364 Eh
HOMO-LUMO gap   9.6 eV
Multiplicity   1
DFT total energy   -7794.308 eV

=====

[3]
This record from the OMol25 dataset describes a molecular structure, C11H24NO4SSi2. The level of theory is wB97M-V/def2-TZVPD.

Structure (XYZ):
```
43
Properties=species:S:1:pos:R:3
C 3.046 4.269 -2.631
C 2.168 3.501 -2.368
C 1.077 2.584 -2.050
C -0.270 3.215 -2.293
C -0.514 3.700 -3.704
O -1.735 4.468 -3.535
S -1.664 5.232 -2.129
O -1.339 6.598 -2.328
O -2.809 4.870 -1.374
O -0.370 4.479 -1.585
H 3.773 5.012 -2.849
H 1.172 1.683 -2.657
H 1.186 2.265 -1.012
H -1.114 2.583 -2.014
H -0.695 2.910 -4.425
H 0.259 4.402 -4.007
C 1.789 0.415 1.450
Si 0.352 -0.817 1.612
C -0.955 -0.187 0.373
C -0.361 -0.525 3.349
N 0.890 -2.364 1.317
Si 0.007 -3.779 1.325
C -1.394 -3.859 0.039
C -0.795 -4.214 2.994
C 1.131 -5.251 0.920
H 1.459 1.445 1.638
H 2.577 0.179 2.168
H 2.217 0.371 0.444
H -1.122 0.894 0.478
H -1.921 -0.676 0.517
H -0.619 -0.383 -0.649
H 0.331 -0.908 4.102
H -1.324 -1.025 3.479
H -0.519 0.542 3.546
H -2.220 -3.190 0.298
H -1.808 -4.871 -0.040
H -1.014 -3.571 -0.944
H -0.054 -4.142 3.793
H -1.193 -5.236 2.993
H -1.625 -3.543 3.233
H 1.935 -5.329 1.656
H 1.582 -5.121 -0.067
H 0.577 -6.198 0.915
```

Properties
LUMO   0.09008 Eh
HOMO-LUMO gap   6.3 eV
Multiplicity   1
DFT total energy   -48068.497 eV
Charge   -1

=====

[4]
This record from the OMol25 dataset describes 2 unconnected molecules or ions with the total composition C4H9NO at a distorted geometry. The level of theory is wB97M-V/def2-TZVPD.

Structure (XYZ):
```
15
Properties=species:S:1:pos:R:3
C 0.773 -1.403 1.854
C -0.166 0.676 1.730
N 0.447 -0.204 1.072
H -0.084 -2.055 2.231
H 1.512 -2.033 1.283
H 1.369 -1.068 2.794
H 0.068 1.775 1.720
H -0.516 0.340 2.761
C 0.025 0.106 -2.899
C -0.609 1.129 -2.157
O -1.428 0.950 -1.062
H -0.095 0.197 -3.991
H 0.160 -0.860 -2.397
H -0.422 2.215 -2.339
H -1.036 0.238 -0.599
```

Properties
LUMO (spin up / spin down)   -0.21427 / -0.31034 Eh
<S²>   0.757
HOMO-LUMO gap (spin up / spin down)   7.7 / 5.1 eV
Multiplicity   2
DFT total energy   -7819.248 eV
Charge   +1

=====

[5]
This record from the OMol25 dataset describes a molecular structure, C11H20Cl2N4OSi at a distorted geometry. The level of theory is wB97M-V/def2-TZVPD.

Structure (XYZ):
```
39
Properties=species:S:1:pos:R:3
C -2.575 2.103 -0.584
C -1.946 0.810 -1.303
Cl -1.119 1.420 -2.892
C -0.920 -0.148 -0.536
Cl 0.554 -0.391 -1.697
C -0.387 0.223 0.943
C -1.580 0.361 2.110
N -2.766 0.671 2.592
C 0.461 -1.126 1.467
C 0.754 -0.899 3.077
N 1.101 -0.604 4.301
Si 0.917 1.663 1.031
C 0.813 2.920 -0.423
C 2.745 1.077 1.152
C 0.580 2.690 2.672
H -2.073 2.494 0.391
H -2.601 3.027 -1.339
H -3.721 1.892 -0.328
H -2.852 0.140 -1.699
H -1.408 -1.236 -0.470
H 1.412 -1.345 0.826
H -0.284 -2.020 1.338
H 1.674 3.724 -0.233
H 1.118 2.392 -1.442
H -0.182 3.532 -0.489
H 3.068 0.781 2.261
H 2.971 0.219 0.385
H 3.434 1.998 0.836
H 1.063 2.026 3.534
H 1.173 3.723 2.670
H -0.569 2.853 2.862
C -0.136 -4.800 -2.703
O -0.795 -5.811 -2.884
N -0.399 -3.926 -1.714
N 0.913 -4.468 -3.477
H 0.132 -3.088 -1.550
H -1.181 -4.139 -1.109
H 1.145 -5.098 -4.233
H 1.468 -3.639 -3.344
```

Properties
LUMO   -0.02656 Eh
HOMO-LUMO gap   9.4 eV
Multiplicity   1
DFT total energy   -52656.318 eV

=====

[6]
This record from the OMol25 dataset describes 2 unconnected molecules or ions with the total composition C2H8N2O at a distorted geometry. The level of theory is wB97M-V/def2-TZVPD.

Structure (XYZ):
```
13
Properties=species:S:1:pos:R:3
C -0.346 0.822 -0.184
C 0.873 0.258 -0.552
N 1.677 -0.402 0.397
N -0.996 1.329 -1.298
H -0.758 0.939 0.817
H 1.017 0.152 -1.534
H 1.646 0.083 1.224
H 2.514 -0.822 0.136
H -0.871 2.278 -1.518
H -1.954 1.073 -1.353
H -0.538 -2.590 1.206
H -1.005 -1.159 1.125
O -1.258 -1.960 1.534
```

Properties
LUMO   0.03659 Eh
HOMO-LUMO gap   9.0 eV
Multiplicity   1
DFT total energy   -7229.983 eV

=====

[7]
This record from the OMol25 dataset describes 2 unconnected molecules or ions with the total composition C3H9NO2. The level of theory is wB97M-V/def2-TZVPD.

Structure (XYZ):
```
15
Properties=species:S:1:pos:R:3
C 1.679 1.784 0.873
N 0.451 2.338 0.274
H 1.526 0.933 1.540
H 2.176 2.573 1.437
H 2.347 1.492 0.063
H -0.279 1.627 0.248
H 0.040 3.027 0.891
O -1.871 -0.401 -1.231
C -1.064 -1.258 -0.996
O 0.158 -1.241 -1.541
C -1.314 -2.409 -0.072
H 0.318 -0.363 -1.952
H -0.386 -2.900 0.213
H -1.951 -3.145 -0.560
H -1.832 -2.057 0.815
```

Properties
LUMO   0.02678 Eh
HOMO-LUMO gap   10.2 eV
Multiplicity   1
DFT total energy   -8842.155 eV

=====

[8]
This record from the OMol25 dataset describes a molecular structure, C25H23N8O9RhS at a distorted geometry. The level of theory is wB97M-V/def2-TZVPD.

Structure (XYZ):
```
67
Properties=species:S:1:pos:R:3
Rh 0.279 -0.106 0.217
C -1.214 0.775 2.684
N -0.184 -0.222 2.301
C 1.012 0.007 3.131
C -0.733 -1.581 2.561
C -1.347 -2.151 1.324
C -2.255 -3.200 1.386
C -2.648 -3.849 0.225
C -2.096 -3.466 -0.988
C -1.204 -2.402 -1.056
C -0.858 -1.710 0.094
H -1.456 0.639 3.742
H -2.103 0.641 2.074
H -0.827 1.777 2.520
H 0.755 -0.071 4.192
H 1.411 0.997 2.925
H 1.766 -0.741 2.889
H -1.431 -1.539 3.402
H 0.104 -2.214 2.866
H -2.640 -3.521 2.348
H -3.364 -4.659 0.271
H -2.370 -3.984 -1.899
H -0.780 -2.125 -2.007
N -4.749 -2.054 -4.085
C -3.547 -1.401 -3.900
C -2.395 -1.832 -4.571
C -1.179 -1.219 -4.346
C -1.098 -0.164 -3.446
C -2.238 0.286 -2.793
C -3.453 -0.329 -3.008
S 0.439 0.605 -3.144
O 0.171 2.003 -2.923
O 1.344 0.203 -4.180
N 0.941 -0.075 -1.721
C 2.251 -0.116 -1.359
N 2.352 -0.806 -0.187
C 3.560 -0.790 0.380
C 4.644 -0.203 -0.240
C 4.407 0.447 -1.452
N 3.210 0.533 -2.015
H -4.841 -2.614 -4.914
H -5.584 -1.553 -3.837
H -2.462 -2.654 -5.274
H -0.289 -1.547 -4.866
H -2.163 1.099 -2.084
H -4.331 0.019 -2.477
H 3.659 -1.301 1.331
H 5.626 -0.232 0.205
H 5.215 0.952 -1.971
O -1.931 7.080 -2.201
N -0.867 6.576 -1.893
O 0.217 7.122 -1.976
C -0.897 5.214 -1.360
C -2.112 4.558 -1.236
C -2.137 3.298 -0.704
C -0.964 2.562 -0.317
O -1.087 1.362 0.076
C 0.231 3.338 -0.436
C 0.272 4.616 -0.957
N 1.518 2.821 -0.005
O 2.517 3.424 -0.243
O 1.531 1.791 0.671
N -3.484 2.706 -0.550
O -4.335 3.044 -1.348
O -3.659 1.892 0.332
H -3.029 5.037 -1.548
H 1.212 5.139 -1.039
```

Properties
LUMO   -0.04288 Eh
HOMO-LUMO gap   7.2 eV
Multiplicity   1
DFT total energy   -70481.692 eV

=====

[9]
This record from the OMol25 dataset describes a single C17H19NO2 molecule at a distorted geometry. The level of theory is wB97M-V/def2-TZVPD.

Structure (XYZ):
```
39
Properties=species:S:1:pos:R:3
O -0.050 3.870 2.511
O -1.768 1.344 2.365
C 0.079 2.830 1.887
C -0.729 1.573 1.788
C 2.541 3.316 -0.776
C 1.850 3.584 0.343
C 2.670 1.976 -1.270
C 1.044 2.655 0.864
C 1.045 1.421 0.364
C 1.853 1.019 -0.672
N -0.069 0.659 0.904
C 2.325 -0.777 -2.478
C -2.597 -2.692 0.634
C -3.126 -1.236 0.639
C -1.419 -2.477 1.614
C -2.186 -0.396 -0.218
C -0.138 -1.794 1.072
C 0.147 -0.707 -1.164
C 1.708 -0.547 -1.096
C -0.637 -0.539 0.216
H 3.177 4.111 -1.303
H 1.725 4.722 0.454
H 3.302 1.693 -2.127
H 3.396 -0.619 -2.539
H 1.816 -0.099 -3.166
H 2.215 -1.828 -2.805
H -2.311 -2.977 -0.322
H -3.242 -3.511 1.170
H -3.639 -0.943 1.566
H -4.107 -1.205 0.010
H -1.861 -1.860 2.374
H -1.063 -3.482 2.007
H -2.394 -0.859 -1.196
H -2.488 0.692 -0.202
H 0.574 -1.418 1.899
H 0.450 -2.500 0.471
H -0.011 -1.826 -1.570
H -0.284 -0.008 -1.877
H 2.196 -1.168 -0.376
```

Properties
LUMO   -0.03304 Eh
HOMO-LUMO gap   7.7 eV
Multiplicity   1
DFT total energy   -23520.101 eV

=====

[10]
This record from the OMol25 dataset describes a molecular structure, C24H43ClOsP2 at a distorted geometry. The level of theory is wB97M-V/def2-TZVPD.

Structure (XYZ):
```
71
Properties=species:S:1:pos:R:3
Os 0.158 -0.350 -0.599
C -0.647 1.725 1.270
C -1.349 1.320 0.081
C -1.415 -0.408 1.661
C -0.681 0.661 2.206
C -1.793 -0.068 0.285
C -0.106 3.082 1.522
H 0.040 3.638 0.587
H 0.858 3.044 2.052
H -0.798 3.669 2.147
C -0.124 0.726 3.582
H 0.860 1.216 3.587
H -0.009 -0.275 4.008
H -0.784 1.301 4.245
C -1.855 -1.634 2.357
H -2.825 -1.507 2.864
H -1.132 -1.946 3.121
H -1.978 -2.449 1.638
C -2.923 -0.709 -0.448
H -3.857 -0.582 0.115
H -2.736 -1.782 -0.565
H -3.056 -0.267 -1.438
C -1.971 2.256 -0.899
H -2.922 2.651 -0.502
H -2.194 1.743 -1.839
H -1.319 3.114 -1.105
C 2.246 0.091 -0.956
C 1.464 1.260 -1.119
C 1.062 1.876 -2.440
C 0.140 0.992 -3.297
C -0.458 -0.197 -2.578
C 0.286 -1.414 -2.333
C 1.708 -1.616 -2.813
C 2.777 -0.805 -2.047
H 1.945 2.158 -3.039
H 0.690 0.657 -4.193
H 0.530 2.809 -2.212
H 3.392 -0.240 -2.761
H 2.866 0.077 -0.055
H 1.542 1.980 -0.303
H 3.469 -1.521 -1.572
H 1.953 -2.687 -2.748
H -0.319 -2.331 -2.369
H 1.748 -1.359 -3.894
H -0.694 1.610 -3.667
H -1.523 -0.351 -2.790
P 2.655 -0.158 -5.599
C 4.489 -0.311 -5.470
C 2.521 1.061 -6.969
P 0.619 -2.305 -6.566
C 2.400 -1.747 -6.532
C 0.121 -1.595 -8.199
C 1.000 -4.012 -7.166
H 4.748 -1.211 -4.893
H 4.875 0.576 -4.949
H 4.929 -0.378 -6.475
H 3.260 0.845 -7.754
H 2.727 2.051 -6.535
H 1.506 1.059 -7.390
H 1.549 -3.980 -8.115
H 0.061 -4.561 -7.306
H 1.603 -4.530 -6.408
H 2.989 -2.534 -6.021
H 2.780 -1.634 -7.564
H -0.875 -1.993 -8.436
H 0.817 -1.886 -8.995
H 0.053 -0.502 -8.137
Cl 1.891 -1.534 1.835
C 0.876 -1.995 0.452
H 1.491 -2.645 -0.183
H 0.035 -2.569 0.876
```

Properties
LUMO (spin up / spin down)   -0.22050 / -0.35377 Eh
<S²>   6.018
HOMO-LUMO gap (spin up / spin down)   5.9 / 4.5 eV
Multiplicity   5
DFT total energy   -59132.509 eV
Charge   +2